{"formula": "C42H38BIN2O10P", "method": "ωB97M-V/def2-TZVPD", "charge": 1, "e_homo_ha": -0.414, "symbols": ["C", "C", "O", "O", "C", "C", "C", "C", "C", "C", "N", "N", "C", "B", "O", "O", "C", "C", "C", "C", "O", "I", "C", "P", "O", "H", "H", "H", "H", "H", "H", "H", "H", "H", "H", "H", "H", "H", "H", "H", "H", "H", "H", "H", "H", "H", "H", "C", "C", "C", "C", "C", "C", "C", "O", "C", "C", "C", "C", "C", "C", "C", "O", "H", "H", "H", "H", "H", "H", "H", "H", "C", "C", "C", "C", "C", "C", "C", "O", "C", "C", "C", "C", "C", "C", "C", "O", "H", "H", "H", "H", "H", "H", "H", "H"], "coordinates": [[-1.046, 3.887, -2.156], [-0.330, 5.049, -3.070], [0.452, 4.633, -4.102], [-0.408, 6.504, -2.853], [-0.068, 6.882, -1.472], [1.573, 6.816, -1.156], [1.711, 6.789, 0.476], [3.183, 6.362, 1.051], [4.118, 5.495, 0.026], [3.739, 3.862, -0.002], [2.929, 3.421, 1.148], [2.620, 2.100, 1.225], [1.782, 1.562, 2.403], [0.322, 1.124, 1.703], [0.191, -0.175, 0.960], [-0.871, 2.019, 1.754], [3.099, 1.162, 0.170], [3.954, 1.450, -1.190], [4.430, 0.336, -2.310], [3.293, 0.143, -3.513], [2.539, 1.178, -3.902], [3.083, -1.849, -4.446], [4.344, 3.078, -1.297], [5.349, 3.814, -2.741], [4.276, 4.303, -3.840], [-2.072, 4.249, -1.726], [-1.151, 2.931, -2.853], [-0.293, 3.563, -1.297], [-0.610, 6.199, -0.657], [-0.428, 7.988, -1.232], [1.965, 5.863, -1.709], [2.107, 7.778, -1.618], [0.861, 6.154, 1.018], [1.521, 7.910, 0.842], [3.770, 7.381, 1.256], [3.017, 5.878, 2.107], [5.222, 5.523, 0.480], [4.212, 5.925, -1.058], [2.312, 0.638, 2.931], [1.549, 2.441, 3.138], [0.505, -0.007, 0.006], [-1.222, 2.089, 0.800], [2.810, 0.016, 0.346], [5.447, 0.731, -2.765], [4.644, -0.694, -1.745], [6.073, 5.029, -2.364], [6.190, 2.847, -3.404], [-2.974, -1.968, 0.893], [-3.974, -2.931, 0.760], [-4.869, -2.865, -0.309], [-4.772, -1.826, -1.242], [-3.787, -0.850, -1.096], [-2.879, -0.927, -0.032], [-3.706, 0.278, -2.046], [-2.839, 1.134, -1.920], [-4.689, 0.364, -3.145], [-4.659, 1.459, -4.019], [-5.577, 1.541, -5.068], [-6.518, 0.528, -5.253], [-6.553, -0.560, -4.381], [-5.643, -0.637, -3.319], [-5.711, -1.775, -2.380], [-6.541, -2.663, -2.539], [-2.271, -2.024, 1.721], [-4.057, -3.734, 1.488], [-5.644, -3.623, -0.409], [-2.099, -0.176, 0.081], [-3.925, 2.252, -3.883], [-5.555, 2.394, -5.742], [-7.228, 0.589, -6.075], [-7.294, -1.344, -4.529], [2.311, -7.620, 6.790], [1.310, -8.583, 6.657], [0.415, -8.517, 5.588], [0.513, -7.478, 4.655], [1.498, -6.502, 4.801], [2.406, -6.579, 5.865], [1.579, -5.374, 3.851], [2.446, -4.518, 3.977], [0.596, -5.288, 2.752], [0.626, -4.193, 1.878], [-0.292, -4.111, 0.829], [-1.233, -5.124, 0.644], [-1.268, -6.212, 1.516], [-0.358, -6.289, 2.579], [-0.426, -7.427, 3.517], [-1.256, -8.315, 3.358], [3.014, -7.676, 7.618], [1.228, -9.386, 7.385], [-0.360, -9.275, 5.488], [3.186, -5.828, 5.978], [1.359, -3.400, 2.014], [-0.270, -3.258, 0.155], [-1.943, -5.063, -0.178], [-2.009, -6.996, 1.368]]}

{"formula": "C42H38Cl3N5OP2S2Sn", "method": "ωB97M-V/def2-TZVPD", "e_homo_ha": -0.268, "symbols": ["Sn", "C", "N", "C", "C", "N", "C", "C", "C", "C", "C", "C", "N", "C", "N", "C", "C", "C", "C", "C", "C", "N", "H", "H", "H", "H", "H", "H", "H", "H", "H", "H", "H", "H", "H", "H", "H", "Cl", "C", "C", "C", "Cl", "C", "O", "C", "Cl", "C", "H", "H", "S", "P", "S", "C", "C", "C", "C", "C", "C", "C", "C", "C", "C", "C", "C", "H", "H", "H", "H", "H", "H", "H", "H", "H", "H", "C", "P", "C", "C", "C", "C", "C", "C", "C", "H", "H", "H", "H", "H", "H", "H", "H", "H", "H", "H"], "coordinates": [[0.322, 0.001, 0.981], [3.683, 0.020, 2.270], [2.504, -0.744, 2.692], [2.023, -0.443, 4.041], [1.290, 0.865, 4.102], [1.325, 1.771, 3.165], [0.511, 2.799, 3.608], [0.213, 4.022, 3.015], [-0.650, 4.865, 3.692], [-1.223, 4.495, 4.916], [-0.912, 3.295, 5.528], [-0.024, 2.462, 4.862], [0.526, 1.234, 5.163], [3.637, 0.452, 0.830], [2.621, 1.034, 0.246], [3.062, 1.401, -1.013], [2.412, 2.108, -2.018], [3.137, 2.404, -3.155], [4.465, 1.990, -3.307], [5.122, 1.284, -2.320], [4.398, 1.006, -1.169], [4.731, 0.403, 0.024], [4.612, -0.537, 2.440], [3.708, 0.931, 2.869], [2.684, -1.735, 2.609], [2.835, -0.433, 4.784], [1.313, -1.225, 4.325], [0.665, 4.294, 2.070], [-0.896, 5.828, 3.264], [-1.930, 5.160, 5.394], [-1.343, 3.014, 6.480], [0.243, 0.641, 5.925], [1.384, 2.418, -1.890], [2.669, 2.957, -3.958], [4.990, 2.241, -4.219], [6.154, 0.976, -2.431], [5.603, -0.051, 0.228], [-2.884, -5.133, 5.758], [-2.358, -3.709, 4.923], [-1.640, -3.832, 3.746], [-1.221, -2.692, 3.088], [-0.314, -2.832, 1.617], [-1.490, -1.377, 3.546], [-1.095, -0.308, 2.937], [-2.215, -1.335, 4.765], [-2.570, 0.231, 5.427], [-2.645, -2.458, 5.443], [-1.398, -4.807, 3.348], [-3.192, -2.356, 6.369], [2.392, -2.233, -1.245], [0.889, -1.698, -2.391], [-0.525, -0.503, -1.583], [1.387, -0.958, -3.993], [2.587, -1.346, -4.574], [2.939, -0.857, -5.824], [2.100, 0.024, -6.488], [0.895, 0.404, -5.910], [0.534, -0.090, -4.667], [-0.015, -3.145, -3.059], [-1.389, -3.119, -3.263], [-2.008, -4.187, -3.896], [-1.260, -5.278, -4.314], [0.110, -5.310, -4.097], [0.734, -4.242, -3.472], [3.246, -2.019, -4.038], [3.870, -1.172, -6.279], [2.383, 0.416, -7.457], [0.232, 1.083, -6.433], [-0.401, 0.196, -4.203], [-1.961, -2.266, -2.922], [-3.076, -4.162, -4.074], [-1.748, -6.109, -4.807], [0.696, -6.162, -4.419], [1.802, -4.250, -3.287], [-2.135, 3.656, -0.399], [-1.963, 2.017, 0.423], [-2.942, 2.289, 1.954], [-3.139, 1.000, -0.537], [-3.619, -0.175, 0.044], [-4.395, -1.059, -0.686], [-4.691, -0.795, -2.016], [-4.216, 0.370, -2.602], [-3.441, 1.256, -1.871], [-3.161, 3.814, -0.731], [-1.462, 3.717, -1.254], [-1.854, 4.432, 0.312], [-4.011, 2.302, 1.739], [-2.638, 3.236, 2.400], [-2.714, 1.490, 2.660], [-3.367, -0.402, 1.075], [-4.762, -1.965, -0.220], [-5.273, -1.497, -2.600], [-4.436, 0.576, -3.642], [-3.034, 2.129, -2.366]]}

{"formula": "C42H38IN8OP2SV", "method": "ωB97M-V/def2-TZVPD", "s2": 3.761, "charge": 1, "multiplicity": 4, "e_homo_ha": [-0.353, -0.357], "symbols": ["V", "N", "C", "C", "C", "C", "C", "C", "S", "N", "C", "C", "C", "C", "C", "C", "N", "H", "H", "H", "H", "H", "H", "H", "H", "H", "N", "P", "C", "C", "C", "C", "C", "C", "C", "C", "C", "C", "C", "C", "P", "C", "C", "C", "C", "C", "C", "C", "C", "C", "C", "C", "C", "H", "H", "H", "H", "H", "H", "H", "H", "H", "H", "H", "H", "H", "H", "H", "H", "H", "H", "H", "H", "H", "N", "N", "H", "H", "H", "H", "O", "C", "N", "I", "C", "C", "C", "C", "N", "C", "H", "H", "H", "H"], "coordinates": [[-1.715, -0.207, 1.227], [-2.436, 1.255, -2.676], [-2.689, 2.647, -2.739], [-3.220, 3.181, -3.897], [-3.470, 4.544, -3.984], [-3.195, 5.365, -2.905], [-2.671, 4.822, -1.739], [-2.408, 3.464, -1.654], [-1.717, 2.839, -0.160], [-1.665, 1.155, -0.453], [-2.035, 0.610, -1.555], [-1.978, -0.894, -1.617], [-2.105, -1.590, -2.805], [-1.995, -2.975, -2.789], [-1.753, -3.611, -1.588], [-1.631, -2.837, -0.444], [-1.741, -1.513, -0.449], [-2.855, 0.708, -3.406], [-3.439, 2.533, -4.736], [-3.885, 4.955, -4.893], [-3.392, 6.426, -2.960], [-2.465, 5.460, -0.890], [-2.253, -1.080, -3.745], [-2.093, -3.537, -3.707], [-1.655, -4.684, -1.513], [-1.429, -3.289, 0.520], [1.734, 0.171, -0.074], [0.937, -0.435, 1.296], [2.021, 0.259, 2.581], [1.570, 1.205, 3.490], [2.427, 1.751, 4.437], [3.753, 1.350, 4.480], [4.216, 0.396, 3.580], [3.356, -0.149, 2.645], [1.413, -2.199, 1.419], [1.628, -2.823, 2.646], [1.902, -4.180, 2.713], [1.977, -4.932, 1.550], [1.783, -4.319, 0.320], [1.501, -2.963, 0.258], [1.188, 0.229, -1.702], [2.678, -0.388, -2.557], [3.882, 0.317, -2.546], [5.010, -0.203, -3.159], [4.941, -1.432, -3.803], [3.746, -2.133, -3.840], [2.619, -1.609, -3.221], [1.279, 2.007, -2.075], [1.713, 2.966, -1.168], [1.708, 4.312, -1.510], [1.265, 4.709, -2.761], [0.829, 3.758, -3.676], [0.833, 2.417, -3.332], [2.723, 0.330, 0.067], [0.537, 1.544, 3.468], [2.056, 2.490, 5.134], [4.424, 1.772, 5.215], [5.247, 0.072, 3.617], [3.725, -0.915, 1.971], [1.612, -2.242, 3.560], [2.075, -4.647, 3.673], [2.202, -5.989, 1.600], [1.861, -4.897, -0.591], [1.353, -2.500, -0.707], [3.931, 1.290, -2.069], [5.938, 0.352, -3.146], [5.819, -1.836, -4.288], [3.689, -3.081, -4.356], [1.681, -2.152, -3.265], [2.035, 2.662, -0.179], [2.045, 5.050, -0.795], [1.254, 5.758, -3.026], [0.481, 4.063, -4.654], [0.488, 1.683, -4.053], [-3.146, 1.992, 3.033], [-1.842, 1.417, 2.866], [-3.299, 2.246, 4.001], [-3.817, 1.300, 2.718], [-1.513, 0.993, 3.731], [-1.213, 2.186, 2.654], [-5.420, 0.863, -0.374], [-4.614, 0.401, 0.361], [-3.805, -0.067, 1.102], [-4.947, -4.840, 3.198], [-3.355, -3.571, 3.536], [-2.552, -3.703, 4.659], [-1.499, -2.819, 4.833], [-1.281, -1.857, 3.864], [-2.048, -1.726, 2.780], [-3.083, -2.558, 2.628], [-2.749, -4.478, 5.387], [-0.848, -2.873, 5.693], [-0.455, -1.159, 3.954], [-3.709, -2.382, 1.761]]}